C3H9BO2 in the gas phase in a non-equilibrium geometry, computed with the ωB97M-V functional and the def2-TZVPD basis.

Geometry as ORCA input:
```
! RIJCOSX wB97M-V def2-TZVPD def2/J DEFGRID3
* xyz 0 1
H 3.15 -1.40 -0.14
O 3.02 0.73 -0.09
C -1.15 -0.55 -0.08
B 2.39 -0.44 -0.08
C -2.48 0.28 -0.03
C 0.03 0.24 0.19
H -3.24 -0.05 -0.64
H -1.05 -0.83 -1.11
H -2.83 0.26 1.02
H 3.96 0.65 -0.08
H -1.17 -1.31 0.59
O 1.19 -0.64 0.21
H 0.29 1.00 -0.61
H 0.05 0.82 1.07
H -2.16 1.25 -0.22
*
```

The SMILES is CCCOBO.

---

A molecular structure, C3H2Br2Cl2 in a non-equilibrium geometry, computed with the ωB97M-V functional and the def2-TZVPD basis.

Geometry as ORCA input:
```
! RIJCOSX wB97M-V def2-TZVPD def2/J DEFGRID3
* xyz 0 1
Cl -2.45 -2.14 0.15
C 0.93 0.11 0.05
C -1.66 -1.06 -0.78
Br 0.05 1.24 2.34
C 0.65 1.29 0.63
H 1.10 -0.70 0.68
H 1.34 0.04 -0.94
Br 0.85 3.03 -0.02
Cl -0.81 -1.81 -2.11
*
```

---

Ordered LUMO level results: 0.74 -1.06; unit eV.
Ordered gap between HOMO and LUMO results: 11.4 8.0; unit eV.
Ordered energy above the lowest of the compared OMol25 structures with the same formula, charge and spin results: 0.643 2.801; unit eV.